The following is a DFT calculation (ωB97M-V/def2-TZVPD) of 9 unconnected molecules or ions with the total composition H20NO8.

Its LUMO energy is -3.114 eV. The max |F| is 13.3 eV/A. As for the molecular weight: 162.16 Da. As for the HOMO energy: -0.516 Eh.

```
! RIJCOSX wB97M-V def2-TZVPD def2/J DEFGRID3
* xyz 1 1
N 21.22100 14.42300 36.98300
H 21.33600 13.96900 36.24900
H 21.50200 15.53300 37.07300
H 21.80200 14.13700 37.77500
H 20.22800 14.20800 37.24000
O 18.27000 14.12300 38.60000
H 18.07400 13.21100 38.97400
H 17.68100 14.27300 37.77400
O 20.94100 13.93200 33.57000
H 20.21000 13.34800 33.94100
H 21.02400 14.87000 33.91300
O 20.76300 16.53100 34.38500
H 19.81400 16.80700 34.46900
H 21.49100 17.12000 34.30200
O 23.61100 15.83900 36.13600
H 24.10100 15.93900 35.35200
H 24.12100 14.86900 36.35700
O 20.67000 17.61400 37.56800
H 21.11000 18.25000 38.16900
H 19.72300 17.94200 37.49400
O 22.69500 12.17200 35.37600
H 22.47500 11.21400 35.38800
H 22.66900 12.36400 34.45800
O 20.19800 11.37500 37.20000
H 19.32700 11.57400 36.94200
H 20.62000 10.77100 36.67600
O 23.01300 14.91100 39.99100
H 23.69200 15.36800 39.54700
H 23.39100 13.99400 40.19400
*
```

Atom charges from the Mulliken analysis, given in e for atoms 1 to 4: -0.2745, 0.2775, 0.3634, 0.3759

The following is a DFT calculation (ωB97M-V/def2-TZVPD) of a molecular structure, H20NeO10.

Its LUMO energy is -0.444 eV. The max |F| is 1.2 eV/A. As for the molecular weight: 200.33 Da. As for the HOMO energy: -0.401 Eh.

```
! RIJCOSX wB97M-V def2-TZVPD def2/J DEFGRID3
* xyz 0 1
Ne 15.09228 -3.16192 0.49625
O 17.02612 -1.88616 2.79074
H 17.35637 -1.74330 3.67773
H 17.45417 -2.69223 2.50220
O 15.96869 -2.25511 -2.34441
H 16.70220 -2.49738 -1.77916
H 15.73675 -1.36803 -2.06960
O 16.37153 -6.46495 0.16047
H 15.88016 -6.30545 -0.64535
H 17.26113 -6.17346 -0.03922
O 15.71718 0.15306 1.56517
H 16.03121 -0.66612 1.94798
H 16.25868 0.83042 1.97039
O 14.70802 -4.74034 -2.13280
H 14.95940 -3.83192 -1.96601
H 13.77238 -4.77096 -1.93314
O 12.31021 -3.39350 -0.90242
H 11.99412 -2.61701 -0.44047
H 12.55150 -4.00502 -0.20668
O 18.40279 -2.28477 -0.69943
H 18.73400 -3.18068 -0.63708
H 19.05680 -1.75488 -0.24368
O 15.65238 -5.33120 2.62033
H 16.24191 -5.42225 3.36892
H 16.19503 -5.54192 1.86049
O 12.89031 -5.36384 1.85996
H 13.82183 -5.19345 1.99943
H 12.85979 -5.89266 1.06268
O 13.66632 -2.44308 4.56958
H 13.86593 -2.57722 3.64309
H 12.79045 -2.81239 4.68229
*
```

Atom charges from the Mulliken analysis, given in e for atoms 1 to 4: 0.0425, -0.5468, 0.2658, 0.2646

The following is a DFT calculation (ωB97M-V/def2-TZVPD) of 10 unconnected molecules or ions with the total composition H20O10.

Its LUMO energy is -0.247 eV. The max |F| is 2.2 eV/A. As for the molecular weight: 180.15 Da. As for the HOMO energy: -0.408 Eh.

```
! RIJCOSX wB97M-V def2-TZVPD def2/J DEFGRID3
* xyz 0 1
H -0.53033 0.38007 -1.27307
H 0.94633 0.20701 -1.58864
H -3.92791 0.90306 0.17336
H -4.93644 -0.20266 -0.09176
H -2.78451 -1.10162 -0.37090
H -2.40003 -2.53287 -0.70817
H 0.09762 4.07470 -0.38075
H 0.68568 4.97199 -1.45736
H 2.69730 0.03961 -0.60219
H 1.74863 0.54468 0.47251
H -1.97872 3.09739 1.42372
H -1.81426 2.76506 -0.05024
H 6.14870 1.07301 0.90593
H 4.79917 0.84264 0.24584
H 2.74970 -1.76187 -1.01914
H 3.01464 -3.25272 -0.88798
H -0.36654 -2.84593 -0.74907
H 0.20015 -4.24347 -0.55986
H -1.68076 -1.69196 2.79883
H -0.36425 -2.35781 2.43346
O 0.34779 0.61720 -0.95422
O -4.78120 0.73653 -0.24277
O -3.00548 -2.01672 -0.16410
O 0.29538 4.99751 -0.57645
O 2.40279 0.84772 -0.16720
O -2.18707 2.42110 0.76934
O 5.43938 0.42457 0.83263
O 2.58604 -2.51474 -0.44001
O -0.44331 -3.74823 -1.07916
O -0.94234 -1.62850 2.18264
*
```

Atom charges from the Mulliken analysis, given in e for atoms 1 to 4: 0.2482, 0.2989, 0.2862, 0.3407